One molecule with the formula C5H11NO, computed with ωB97M-V with the def2-TZVPD basis set.

Structure (ORCA input):
```
! wB97M-V def2-TZVPD RIJCOSX def2/J DEFGRID3
* xyz 0 1
C 2.828 0.103 -0.114
N 1.428 -0.117 -0.393
C 0.423 0.532 0.262
O 0.632 1.318 1.172
C -0.986 0.203 -0.247
C -1.221 -1.311 -0.342
C -2.030 0.875 0.641
H 3.328 0.605 -0.951
H 3.344 -0.842 0.086
H 2.888 0.738 0.770
H 1.179 -0.735 -1.147
H -1.059 0.619 -1.262
H -1.030 -1.791 0.624
H -0.587 -1.805 -1.088
H -2.258 -1.517 -0.623
H -3.030 0.743 0.214
H -2.016 0.436 1.643
H -1.834 1.944 0.756
*
```

Output
- Structure (SMILES): CNC(=O)C(C)C
- F_max: 0.35 eV/Å
- Relative energy (zero: lowest compared OMol25 entry of this formula, charge and spin): 12.5 kJ/mol

Here are the Mulliken charges for atoms 1 to 5, given in e:
1. C -0.877
2. N -0.144
3. C 0.416
4. O -0.654
5. C 0.665